{"formula": "C35H44Cl2N3O7P2RuSb2", "method": "ωB97M-V/def2-TZVPD", "species": ["Ru", "C", "C", "C", "Sb", "C", "C", "C", "C", "C", "C", "C", "C", "C", "C", "C", "C", "Sb", "C", "C", "C", "C", "C", "C", "C", "C", "C", "C", "C", "C", "H", "H", "H", "H", "H", "H", "H", "H", "H", "H", "H", "H", "H", "H", "H", "H", "H", "H", "H", "H", "H", "H", "H", "H", "H", "H", "N", "C", "C", "P", "O", "O", "O", "P", "O", "O", "O", "H", "H", "H", "H", "H", "H", "H", "H", "Cl", "C", "Cl", "H", "H", "N", "C", "N", "C", "C", "O", "C", "C", "H", "H", "H", "H", "H", "H", "H", "H"], "positions_angstrom": [[-0.2744, -0.8506, 0.9350], [1.3601, 3.3733, -2.3301], [1.8088, 2.1302, -3.0934], [2.8490, 1.2739, -2.3784], [2.2382, 0.5038, -0.4695], [1.0317, -1.0923, -1.2770], [-0.2424, -0.8321, -1.8176], [-0.9530, -1.8300, -2.4871], [-0.3930, -3.0784, -2.6505], [0.8848, -3.3479, -2.1449], [1.5797, -2.3815, -1.4517], [3.8997, -0.6501, 0.0926], [4.8828, -0.9756, -0.8419], [5.9946, -1.7083, -0.4462], [6.1311, -2.1052, 0.8773], [5.1572, -1.7756, 1.8107], [4.0427, -1.0424, 1.4228], [-0.1420, 3.1998, -0.7788], [0.0611, 5.0509, 0.1984], [0.3748, 5.1568, 1.5484], [0.5801, 6.4169, 2.0936], [0.4760, 7.5457, 1.2922], [0.1589, 7.4276, -0.0546], [-0.0580, 6.1760, -0.6162], [-1.8889, 3.4568, -1.8933], [-2.9283, 4.2064, -1.3397], [-4.0752, 4.4304, -2.0884], [-4.1886, 3.8897, -3.3648], [-3.1596, 3.1219, -3.9037], [-2.0107, 2.8911, -3.1641], [0.8596, 4.0918, -2.9821], [2.1967, 3.8694, -1.8348], [2.2766, 2.4765, -4.0203], [0.9596, 1.5189, -3.4093], [3.1073, 0.3906, -2.9602], [3.7569, 1.8424, -2.1693], [-0.6718, 0.1646, -1.7870], [-1.9334, -1.6106, -2.8885], [-0.9346, -3.8487, -3.1835], [1.3367, -4.3155, -2.3242], [2.5694, -2.5974, -1.0663], [4.7988, -0.6710, -1.8771], [6.7583, -1.9592, -1.1702], [7.0086, -2.6580, 1.1852], [5.2788, -2.0668, 2.8462], [3.3013, -0.7749, 2.1671], [0.4541, 4.2771, 2.1750], [0.8227, 6.5179, 3.1428], [0.6375, 8.5257, 1.7200], [0.0735, 8.3108, -0.6733], [-0.3290, 6.0997, -1.6626], [-2.8449, 4.6261, -0.3447], [-4.8756, 5.0322, -1.6795], [-5.0818, 4.0730, -3.9474], [-3.2527, 2.7119, -4.9004], [-1.2144, 2.2949, -3.5953], [-4.6305, -0.1813, 2.4405], [-3.9404, -0.7437, 1.2061], [-5.0106, -1.3315, 0.2719], [-3.0891, 0.7400, 0.4333], [-3.3566, 0.6269, -1.1229], [-3.6957, 1.9070, 1.1096], [-1.5427, 0.6292, 0.5090], [-2.8004, -2.0945, 1.6656], [-1.9064, -1.3488, 2.8370], [-3.4717, -3.2661, 2.2223], [-1.8144, -2.1687, 0.4862], [-4.5790, 0.8574, 2.3500], [-4.1789, -0.4656, 3.3128], [-5.6102, -0.4751, 2.4776], [-5.7540, -0.5798, 0.0009], [-5.5057, -2.1722, 0.7600], [-4.5484, -1.6965, -0.6428], [-4.0888, 1.1724, -1.4422], [-1.8566, -1.9414, 3.6031], [-1.5675, 2.0344, 3.6144], [-0.1123, 1.2374, 4.1286], [0.8852, 0.6287, 2.7195], [-0.3237, 0.3880, 4.7664], [0.5491, 1.9548, 4.6024], [0.7449, -2.4000, 1.5573], [0.9901, -3.5222, 1.7650], [1.3086, -4.7300, 2.0272], [0.2896, -5.8223, 1.9807], [0.4984, -6.5824, 0.6841], [1.8266, -7.0522, 0.5872], [2.7769, -6.0101, 0.5798], [2.7118, -5.2148, 1.8704], [-0.7085, -5.3944, 2.0622], [0.4855, -6.4628, 2.8398], [0.2586, -5.9330, -0.1696], [-0.1520, -7.4543, 0.6584], [2.6015, -5.3412, -0.2749], [3.7577, -6.4692, 0.4733], [3.3945, -4.3665, 1.8834], [2.9099, -5.8580, 2.7272]], "homo_ev": [-15.542, -15.942], "relative_energy_kcal_mol": 21.2, "s_squared": 6.02, "multiplicity": 5, "lumo_ev": [-9.062, -10.280], "mol_weight_da": 1096.2, "charge": 3, "total_energy_ev": -115068.65540}


{"formula": "C35H44CoN4P2Si2", "method": "ωB97M-V/def2-TZVPD", "species": ["Co", "C", "Si", "C", "C", "N", "P", "C", "P", "N", "Si", "C", "C", "C", "C", "C", "C", "C", "C", "C", "C", "C", "C", "C", "C", "C", "C", "C", "C", "C", "C", "C", "C", "C", "C", "C", "C", "C", "H", "H", "H", "H", "H", "H", "H", "H", "H", "H", "H", "H", "H", "H", "H", "H", "H", "H", "H", "H", "H", "H", "H", "H", "H", "H", "H", "H", "H", "H", "H", "H", "H", "H", "H", "H", "H", "H", "C", "N", "C", "C", "N", "C", "H", "H", "H", "H", "H", "H"], "positions_angstrom": [[-0.0191, 0.0423, 1.0931], [1.0405, -4.1877, 1.8380], [-0.6717, -3.5591, 1.2375], [-1.8921, -3.4080, 2.7040], [-1.3348, -4.9413, 0.0942], [-0.5015, -1.9867, 0.5464], [-0.3048, -1.5766, -1.0049], [0.4579, -0.0443, -0.8043], [0.4657, 1.6721, -0.9615], [0.5199, 2.0583, 0.6128], [0.8408, 3.6272, 1.2583], [-0.3215, 4.9944, 0.5908], [2.6069, 4.2726, 0.8774], [0.6507, 3.4471, 3.1529], [2.0423, 2.1631, -1.7376], [3.0940, 1.4916, -1.1020], [4.4074, 1.7012, -1.4629], [4.7124, 2.6067, -2.4701], [3.6850, 3.2814, -3.1064], [2.3628, 3.0611, -2.7520], [-1.0223, 2.4385, -1.6897], [-1.1149, 3.3804, -2.7081], [-2.3368, 3.9444, -3.0351], [-3.4860, 3.5690, -2.3616], [-3.4079, 2.6218, -1.3488], [-2.1876, 2.0687, -1.0144], [0.8193, -2.7539, -1.8206], [2.1679, -2.5594, -1.5299], [3.1205, -3.4474, -1.9901], [2.7373, -4.5441, -2.7475], [1.3957, -4.7471, -3.0320], [0.4367, -3.8653, -2.5613], [-1.8950, -1.6471, -1.8942], [-2.0129, -1.8919, -3.2589], [-3.2677, -2.0224, -3.8258], [-4.4064, -1.8658, -3.0503], [-4.2898, -1.5524, -1.7048], [-3.0394, -1.4492, -1.1275], [0.9433, -5.0358, 2.5083], [1.5985, -3.4122, 2.3526], [1.6344, -4.5061, 0.9852], [-2.1896, -4.3900, 3.0515], [-2.7883, -2.8665, 2.4223], [-1.4489, -2.8865, 3.5442], [-1.7395, -5.7608, 0.6815], [-0.5385, -5.3452, -0.5242], [-2.1205, -4.5866, -0.5646], [-0.0827, 5.2257, -0.4444], [-0.2130, 5.9112, 1.1638], [-1.3661, 4.7000, 0.6220], [2.6964, 4.5501, -0.1705], [3.3673, 3.5239, 1.0776], [2.8387, 5.1534, 1.4704], [-0.3482, 3.1235, 3.4236], [0.8459, 4.3892, 3.6556], [1.3490, 2.7125, 3.5419], [2.8424, 0.8010, -0.3068], [5.2033, 1.1664, -0.9635], [5.7400, 2.7863, -2.7506], [3.9165, 3.9917, -3.8899], [1.6015, 3.6105, -3.2791], [-0.2423, 3.6885, -3.2559], [-2.3904, 4.6882, -3.8198], [-4.4374, 4.0145, -2.6192], [-4.3045, 2.3303, -0.8213], [-2.1064, 1.3369, -0.2127], [2.4434, -1.6998, -0.9338], [4.1638, -3.2910, -1.7571], [3.4794, -5.2456, -3.0995], [1.0977, -5.6051, -3.6184], [-0.6097, -4.0467, -2.7583], [-1.1216, -1.9851, -3.8623], [-3.3602, -2.2621, -4.8747], [-5.3844, -1.9896, -3.4923], [-5.1788, -1.4107, -1.1049], [-2.9220, -1.2318, -0.0712], [0.9436, -0.2612, 6.3720], [0.1155, -0.1215, 5.2078], [-1.1872, 0.2798, 5.1755], [-1.5417, 0.3331, 3.8589], [-0.4777, -0.0248, 3.0934], [0.5005, -0.2942, 3.9295], [0.3213, -0.3863, 7.2569], [1.5614, 0.6308, 6.5026], [1.5934, -1.1307, 6.2630], [-1.7443, 0.4748, 6.0678], [-2.4810, 0.5981, 3.4202], [1.4760, -0.6367, 3.6440]], "homo_ev": [-6.684, -6.969], "s_squared": 0.90, "multiplicity": 2, "lumo_ev": [0.462, 0.463], "mol_weight_da": 697.8, "charge": 0, "total_energy_ev": -114932.33688}


{"formula": "C35H44FGe2NO4PtSb", "method": "ωB97M-V/def2-TZVPD", "species": ["Pt", "O", "C", "C", "C", "C", "C", "C", "C", "O", "N", "O", "O", "H", "H", "H", "H", "F", "C", "C", "C", "C", "C", "C", "C", "H", "H", "H", "H", "H", "H", "C", "C", "Sb", "C", "C", "C", "C", "H", "H", "H", "H", "H", "H", "H", "H", "H", "H", "H", "H", "H", "H", "H", "C", "Ge", "C", "C", "Ge", "C", "C", "C", "C", "C", "C", "C", "C", "C", "C", "C", "C", "H", "H", "H", "H", "H", "H", "H", "H", "H", "H", "H", "H", "H", "H", "H", "H", "H", "H", "H"], "positions_angstrom": [[0.3383, -0.6756, -0.2422], [-1.0524, -0.7600, -1.9046], [-1.8653, -1.6626, -2.1272], [-2.1202, -2.8618, -1.3833], [-3.1878, -3.6412, -1.8591], [-3.5419, -4.7977, -1.2270], [-2.8402, -5.2433, -0.0912], [-1.7941, -4.5148, 0.3855], [-1.3800, -3.2894, -0.2266], [-0.3937, -2.6639, 0.2841], [-4.6597, -5.5809, -1.7368], [-4.9420, -6.6088, -1.1500], [-5.2542, -5.1608, -2.7131], [-2.4942, -1.5361, -3.0201], [-3.7437, -3.3237, -2.7319], [-3.1480, -6.1628, 0.3856], [-1.2408, -4.8339, 1.2584], [6.2758, -3.2042, -0.8231], [5.1703, -2.6440, -0.2869], [5.2563, -1.3763, 0.2479], [4.1103, -0.8083, 0.7899], [2.8943, -1.4878, 0.7997], [1.6470, -0.8421, 1.3215], [2.8587, -2.7800, 0.2651], [3.9904, -3.3627, -0.2829], [6.2047, -0.8553, 0.2448], [4.1655, 0.1839, 1.2225], [1.8874, 0.0879, 1.8411], [1.1330, -1.5061, 2.0218], [1.9235, -3.3261, 0.2766], [3.9706, -4.3609, -0.6994], [3.4520, 2.7310, -0.0717], [3.6656, 1.8313, -1.2831], [1.9121, 0.7325, -1.8154], [0.9584, 2.2858, -2.9357], [-0.4886, 2.0128, -3.3296], [2.6959, -0.5087, -3.3814], [3.6585, 0.1909, -4.3335], [4.3676, 3.2681, 0.1845], [3.1416, 2.1606, 0.8051], [2.6733, 3.4732, -0.2530], [4.4638, 1.1086, -1.1174], [3.9247, 2.4135, -2.1701], [1.5845, 2.4583, -3.8140], [1.0376, 3.1757, -2.3085], [-0.5649, 1.1591, -4.0042], [-0.9202, 2.8786, -3.8362], [-1.1085, 1.7813, -2.4620], [1.8272, -0.9081, -3.9092], [3.1744, -1.3500, -2.8756], [3.1927, 1.0466, -4.8258], [3.9955, -0.4903, -5.1173], [4.5461, 0.5506, -3.8111], [-2.5843, 1.2581, 4.2662], [-1.2232, 0.1022, 3.4517], [-1.9231, -1.7240, 3.3057], [0.3345, 0.0475, 4.6499], [-0.8616, 0.9278, 1.1839], [-2.6970, 1.0828, 0.4869], [-3.3630, 2.2914, 0.2865], [-4.6812, 2.3153, -0.1546], [-5.3602, 1.1297, -0.3958], [-4.7192, -0.0836, -0.1808], [-3.4039, -0.0992, 0.2585], [-0.0583, 2.7208, 1.1849], [-0.2545, 3.6128, 0.1285], [0.2940, 4.8881, 0.1511], [1.0638, 5.2953, 1.2329], [1.2794, 4.4199, 2.2876], [0.7194, 3.1490, 2.2616], [-2.8488, 0.8893, 5.2587], [-3.4830, 1.2773, 3.6488], [-2.2129, 2.2791, 4.3634], [-2.0807, -2.1448, 4.3002], [-1.2243, -2.3580, 2.7581], [-2.8773, -1.7267, 2.7774], [-0.0045, -0.2814, 5.6343], [0.8018, 1.0249, 4.7676], [1.0866, -0.6557, 4.2940], [-2.8592, 3.2295, 0.4848], [-5.1803, 3.2646, -0.3050], [-6.3864, 1.1500, -0.7399], [-5.2444, -1.0162, -0.3505], [-2.9176, -1.0539, 0.4332], [-0.8597, 3.3160, -0.7204], [0.1167, 5.5670, -0.6747], [1.4902, 6.2901, 1.2542], [1.8776, 4.7291, 3.1359], [0.8876, 2.4835, 3.1011]], "homo_ev": [-6.442, -8.448], "relative_energy_kcal_mol": 0.0, "s_squared": 0.76, "multiplicity": 2, "lumo_ev": [-0.355, -0.944], "mol_weight_da": 1023.8, "charge": 0, "total_energy_ev": -172219.99061}


{"formula": "C35H44FNO2", "method": "ωB97M-V/def2-TZVPD", "species": ["C", "C", "C", "F", "C", "N", "C", "O", "C", "O", "C", "C", "C", "C", "C", "H", "H", "H", "H", "H", "H", "H", "H", "H", "H", "H", "H", "H", "H", "H", "H", "H", "H", "H", "H", "C", "C", "C", "C", "C", "C", "H", "H", "H", "H", "H", "H", "C", "C", "C", "C", "C", "C", "H", "H", "H", "H", "H", "H", "C", "C", "C", "C", "C", "C", "H", "H", "H", "H", "H", "H", "C", "C", "C", "C", "C", "C", "H", "H", "H", "H", "H", "H"], "positions_angstrom": [[-3.5295, 0.9906, -3.5231], [-2.1867, 0.8784, -4.2598], [-1.1677, -0.0224, -3.5879], [-1.8182, -1.1829, -3.1333], [-0.3798, 0.5883, -2.4391], [-1.2421, 1.0534, -1.3337], [-0.9174, 0.4141, -0.1568], [-1.1523, 0.8348, 0.9488], [-0.2233, -0.8858, -0.5534], [0.5555, -1.4853, 0.4511], [0.5883, -0.4215, -1.7774], [1.9354, 0.1916, -1.3313], [1.9554, 1.6160, -0.7384], [2.9665, 1.6625, 0.4227], [2.1785, 2.7142, -1.7948], [-3.4474, 0.6796, -2.4847], [-4.2850, 0.3637, -3.9944], [-3.9000, 2.0153, -3.5354], [-2.3517, 0.4966, -5.2684], [-1.7207, 1.8605, -4.3816], [-0.4345, -0.3769, -4.3204], [0.1569, 1.4399, -2.8629], [-1.3900, 2.0476, -1.2267], [-1.0288, -1.5371, -0.9103], [0.0158, -2.1227, 0.9265], [0.7905, -1.2486, -2.4574], [2.6332, 0.1454, -2.1751], [2.3335, -0.4853, -0.5801], [0.9850, 1.7983, -0.2783], [2.4570, 1.4640, 1.3673], [3.7625, 0.9235, 0.3076], [3.4342, 2.6462, 0.5020], [2.2361, 2.3088, -2.8084], [1.3801, 3.4601, -1.7961], [3.1117, 3.2515, -1.6140], [1.7185, -1.2866, 5.2886], [1.3567, -0.7681, 4.0524], [0.0459, -0.3702, 3.8164], [-0.9015, -0.4908, 4.8251], [-0.5414, -1.0090, 6.0623], [0.7684, -1.4076, 6.2941], [2.7411, -1.5937, 5.4712], [2.0940, -0.6637, 3.2643], [-0.2268, 0.0414, 2.8541], [-1.9224, -0.1769, 4.6451], [-1.2808, -1.1012, 6.8480], [1.0491, -1.8103, 7.2591], [-0.1751, 3.2445, 3.5027], [0.7473, 2.2970, 3.9248], [1.9762, 2.7021, 4.4259], [2.2845, 4.0535, 4.5061], [1.3602, 5.0013, 4.0881], [0.1304, 4.5964, 3.5862], [-1.1303, 2.9246, 3.1061], [0.5116, 1.2423, 3.8487], [2.6975, 1.9602, 4.7454], [3.2456, 4.3683, 4.8928], [1.5990, 6.0555, 4.1516], [-0.5901, 5.3359, 3.2595], [5.1152, -2.3477, -0.8686], [4.0458, -2.3614, 0.0163], [4.2720, -2.2405, 1.3807], [5.5674, -2.1025, 1.8600], [6.6368, -2.0880, 0.9749], [6.4108, -2.2116, -0.3896], [4.9388, -2.4370, -1.9335], [3.0320, -2.4633, -0.3470], [3.4330, -2.2513, 2.0662], [5.7441, -2.0060, 2.9238], [7.6471, -1.9801, 1.3484], [7.2453, -2.1997, -1.0792], [-7.8725, -3.4539, -3.7449], [-8.2275, -3.0917, -5.0371], [-7.3507, -2.3485, -5.8152], [-6.1189, -1.9682, -5.3004], [-5.7637, -2.3301, -4.0084], [-6.6409, -3.0732, -3.2305], [-8.5568, -4.0333, -3.1383], [-9.1882, -3.3886, -5.4379], [-7.6273, -2.0664, -6.8231], [-5.4340, -1.3900, -5.9084], [-4.8021, -2.0335, -3.6073], [-6.3643, -3.3546, -2.2225]], "homo_ev": -8.797, "smiles": "CC[C@H](F)[C@H]1NC(=O)[C@H](O)[C@@H]1CC(C)C.c1ccccc1.c1ccccc1.c1ccccc1.c1ccccc1", "lumo_ev": 0.534, "mol_weight_da": 529.7, "charge": 0, "total_energy_ev": -45311.12188}


What is the formula in the fourth record?
C35H44FNO2